{
  "formula": "C24H48O48S12",
  "method": "ωB97M-V with the def2-TZVPD basis set",
  "charge": 0,
  "de_lowest_kcal_mol": 207.8,
  "gap_ev": 10.459,
  "e_tot_ha": -9332.48223,
  "fmax_ha_per_bohr": 0.097,
  "spin_multiplicity": 1,
  "symbols": ["C", "C", "O", "S", "O", "O", "O", "H", "H", "H", "H", "C", "C", "O", "S", "O", "O", "O", "H", "H", "H", "H", "C", "C", "O", "S", "O", "O", "O", "H", "H", "H", "H", "C", "C", "O", "S", "O", "O", "O", "H", "H", "H", "H", "C", "C", "O", "S", "O", "O", "O", "H", "H", "H", "H", "C", "C", "O", "S", "O", "O", "O", "H", "H", "H", "H", "C", "C", "O", "S", "O", "O", "O", "H", "H", "H", "H", "C", "C", "O", "S", "O", "O", "O", "H", "H", "H", "H", "C", "C", "O", "S", "O", "O", "O", "H", "H", "H", "H", "C", "C", "O", "S", "O", "O", "O", "H", "H", "H", "H", "C", "C", "O", "S", "O", "O", "O", "H", "H", "H", "H", "C", "C", "O", "S", "O", "O", "O", "H", "H", "H", "H"],
  "xyz": [[9.95713, -9.07172, -19.35233], [11.44706, -9.42018, -19.39135], [11.59400, -9.20358, -20.78589], [10.99452, -7.70870, -21.07760], [10.64838, -7.62173, -22.51639], [11.90227, -6.70009, -20.43521], [9.65215, -8.05213, -20.20770], [9.59380, -8.72113, -18.38631], [9.42647, -9.91514, -19.79409], [11.90544, -10.37757, -19.14362], [11.88446, -8.56788, -18.87137], [7.01280, -6.30578, -21.77693], [6.28698, -5.50779, -20.72927], [4.96542, -5.12855, -21.27584], [5.10508, -4.90832, -22.90457], [5.30410, -3.48645, -23.27170], [3.95183, -5.59523, -23.50627], [6.45959, -5.88039, -23.02852], [6.84638, -7.37348, -21.63402], [8.08202, -6.15865, -21.62457], [6.86838, -4.64868, -20.39459], [6.13052, -6.24486, -19.94164], [16.56861, -10.35489, -18.51738], [15.43118, -9.37175, -18.92555], [14.45815, -10.16102, -19.65747], [14.66523, -11.84775, -19.33217], [14.24802, -12.50146, -20.55546], [13.97852, -12.25330, -18.13457], [16.33276, -11.65160, -19.10466], [16.60162, -10.55451, -17.44632], [17.60042, -10.14658, -18.80037], [15.95669, -8.63956, -19.53860], [15.16043, -9.02231, -17.92922], [15.72322, -7.59981, -23.59746], [16.90036, -7.53589, -22.56640], [16.65755, -6.44594, -21.81893], [15.19252, -5.75816, -21.87612], [15.41566, -4.40045, -22.34791], [14.50954, -5.99092, -20.59113], [14.70082, -6.83770, -23.02756], [15.40887, -8.63769, -23.70738], [16.09270, -7.18435, -24.53500], [17.85468, -7.35888, -23.06243], [16.64978, -8.42055, -21.98101], [12.39058, -6.34413, -13.27076], [13.18658, -5.28072, -13.97961], [12.56837, -5.21017, -15.26215], [11.80098, -6.59849, -15.77607], [12.52585, -7.24771, -16.87900], [10.37851, -6.34610, -15.95806], [12.21956, -7.35895, -14.34574], [11.41499, -5.96883, -12.96177], [12.98023, -6.75613, -12.45181], [14.24024, -5.55286, -14.04165], [13.20754, -4.28394, -13.53904], [11.96154, -11.42263, -23.26769], [12.63523, -10.17290, -23.75543], [13.49398, -10.65488, -24.77283], [14.20686, -12.16527, -24.47070], [15.29416, -12.00912, -23.47197], [14.53138, -12.86990, -25.70274], [12.70094, -12.56906, -23.80667], [10.90159, -11.45824, -23.51936], [12.15073, -11.49241, -22.19651], [13.19623, -9.78760, -22.90401], [11.89219, -9.47271, -24.13716], [12.18154, -4.35156, -26.89652], [11.51751, -5.50923, -27.72363], [11.59966, -6.72786, -27.03292], [12.87753, -6.66629, -25.93599], [14.09728, -7.26781, -26.59594], [12.46929, -7.19160, -24.66720], [12.77476, -5.02535, -25.78107], [11.55571, -3.58840, -26.43390], [12.92896, -3.91492, -27.55893], [12.02051, -5.80812, -28.64328], [10.49609, -5.26550, -28.01584], [4.75625, -6.64114, -15.38293], [4.34154, -6.69268, -16.86693], [5.19105, -7.66916, -17.54254], [6.25017, -8.41719, -16.50818], [7.52188, -8.52923, -17.14215], [5.71469, -9.57250, -15.87406], [6.15498, -7.07946, -15.43076], [4.13979, -7.39802, -14.89795], [4.65882, -5.64813, -14.94415], [4.33260, -5.71991, -17.35859], [3.32736, -7.08801, -16.92405], [11.72193, -3.08290, -17.90808], [13.00170, -3.72734, -18.45617], [13.88395, -2.66552, -18.67464], [13.67821, -1.49516, -17.45166], [13.96977, -0.18711, -18.03730], [14.30955, -2.02051, -16.20339], [12.05733, -1.73347, -17.41989], [11.20113, -3.65040, -17.13683], [11.14574, -2.84830, -18.80311], [12.84935, -4.13680, -19.45478], [13.50113, -4.39135, -17.75065], [8.53982, -13.66025, -14.55660], [9.04999, -14.92748, -15.28924], [9.79253, -14.26751, -16.32608], [10.49731, -12.82622, -15.95611], [10.55443, -11.98915, -17.18655], [11.57998, -12.97963, -15.04475], [9.07603, -12.51732, -15.13414], [8.57536, -13.69228, -13.46765], [7.50844, -13.66123, -14.90923], [8.30444, -15.57803, -15.74644], [9.69516, -15.57297, -14.69328], [9.94613, -4.33731, -23.30473], [11.23770, -3.72667, -22.65863], [10.85209, -2.67996, -21.78412], [9.24001, -2.28181, -21.83304], [8.97485, -1.19364, -22.79521], [8.62173, -2.17481, -20.53338], [8.85608, -3.73954, -22.54223], [9.93036, -5.42636, -23.26221], [9.75280, -4.06943, -24.34346], [11.93944, -3.27233, -23.35809], [11.71591, -4.51470, -22.07689], [9.85748, -15.05489, -19.77779], [8.68546, -14.30216, -19.13737], [7.84006, -14.11680, -20.23242], [8.77530, -13.74678, -21.53378], [9.41184, -12.42463, -21.37077], [8.02109, -14.10700, -22.77233], [9.94017, -14.81922, -21.16213], [9.93965, -16.13318, -19.64125], [10.73973, -14.53361, -19.40629], [8.88227, -13.29130, -18.78026], [8.23071, -14.87259, -18.32750]],
  "atomic_forces_ev_per_a": [[-1.1, -3.4, 2.8], [-0.8, 2.0, 0.1], [1.2, 1.6, -2.1], [1.6, 0.2, -1.2], [0.7, 0.1, 3.7], [-3.3, -2.6, -1.8], [1.5, 3.5, -2.7], [0.0, -0.7, 0.2], [-0.3, -0.4, 0.8], [-0.8, 0.1, 0.2], [1.0, -0.4, 0.3], [-0.5, 0.0, 0.1], [-0.8, -0.3, 0.4], [1.6, 0.1, -0.9], [-1.6, 0.2, -0.2], [0.3, -3.7, 1.1], [2.7, 1.3, 1.1], [-0.5, 1.2, -0.7], [-0.3, 0.0, -0.4], [0.1, 0.4, -0.8], [-0.4, 0.2, -0.1], [-0.4, 0.7, 0.5], [0.5, -1.5, 0.5], [1.7, -1.6, 0.4], [0.7, -1.2, 1.3], [-0.1, 1.8, -1.4], [1.5, 0.9, 1.7], [1.2, 0.8, -0.5], [-2.8, -0.9, -0.9], [-0.2, 0.4, 0.2], [-0.3, 0.5, -0.4], [-1.1, 0.3, -0.3], [-1.1, 0.6, -0.6], [2.0, 0.0, -0.4], [-1.7, -1.8, -1.7], [-0.5, 3.3, 2.5], [1.0, -0.6, 1.0], [-1.1, -2.2, 0.4], [1.3, 0.5, -3.2], [-1.3, 1.8, 1.3], [-0.3, 0.2, -0.2], [-0.6, 0.1, -0.2], [0.1, -0.9, 0.3], [1.5, -0.4, 0.3], [0.1, -0.1, -0.8], [0.3, -0.1, -0.1], [-0.9, -0.4, -1.8], [1.4, -0.2, 0.5], [-1.3, 1.4, 2.5], [2.4, -0.3, 0.7], [-0.9, 0.7, -0.6], [0.0, -0.2, 0.1], [-0.4, -0.4, -0.2], [0.0, -0.3, -0.5], [-0.6, 0.0, 0.0], [0.7, -1.1, 1.1], [0.3, -0.8, 0.3], [2.4, -0.2, -1.6], [-1.1, 2.2, 1.5], [-2.9, -0.4, -2.1], [-1.3, 1.3, 2.3], [1.6, -0.9, -0.7], [0.3, -0.6, -0.1], [-0.7, -0.1, 0.0], [0.2, 0.6, -0.3], [0.6, 0.1, -0.2], [0.3, -1.3, -0.7], [-0.1, 0.4, -1.2], [1.1, -0.4, 2.8], [0.8, -1.3, -1.8], [-3.7, 2.7, 1.9], [0.3, 0.5, -1.3], [1.2, -1.4, 0.0], [-0.3, -0.2, -0.4], [0.2, 0.3, 0.4], [0.4, 1.2, -0.3], [-0.2, -0.3, 0.5], [0.8, -1.2, -1.4], [-0.7, -0.5, 0.2], [0.8, -0.5, 0.9], [-1.0, 2.9, 0.5], [-0.7, 0.7, 0.4], [-0.4, 0.4, -0.2], [0.0, -1.5, -0.6], [0.3, 0.2, 0.6], [0.4, -0.3, 0.0], [0.7, -0.2, -0.3], [0.0, 0.1, -0.1], [0.1, 0.8, -0.9], [0.2, -0.1, 0.6], [1.0, 3.0, 1.3], [0.4, -1.5, -0.5], [-0.5, -2.7, 1.7], [-1.7, 1.7, -3.2], [1.6, -0.2, 0.5], [0.0, 0.2, -0.2], [-0.7, -0.3, 0.4], [-0.1, -0.5, 0.4], [-0.4, -0.5, -0.2], [-2.3, -1.5, -0.2], [1.7, 1.2, 0.4], [2.1, -0.7, -1.9], [-3.4, 0.1, -1.5], [-0.1, -2.5, 3.7], [-0.3, 0.2, -0.6], [2.3, 1.9, -0.4], [0.3, 0.1, -0.1], [-0.4, 0.5, 0.7], [-0.1, 0.5, -0.1], [0.2, 0.2, 0.0], [-0.1, 1.4, 0.1], [-0.3, -0.6, -0.7], [-1.8, 1.3, 1.1], [-0.2, 0.1, -2.7], [1.1, -2.5, 2.1], [1.3, -0.7, -1.4], [0.0, 0.6, 1.0], [-0.2, 0.1, 0.5], [0.4, 0.3, 0.0], [-0.1, -0.4, -0.2], [0.2, 0.2, 0.1], [2.3, 0.6, 1.7], [0.4, 0.0, 0.0], [-1.1, 0.4, -2.4], [-0.6, 0.6, -2.0], [-1.8, -2.5, -0.3], [2.4, 1.1, 3.9], [-2.1, 0.8, -1.5], [-0.4, 0.2, 0.3], [0.4, -0.6, 0.5], [0.8, -0.3, 0.3], [-0.3, 0.0, -0.4]]
}

{
  "formula": "C24H49BClN4O20",
  "method": "ωB97M-V with the def2-TZVPD basis set",
  "charge": 1,
  "gap_ev": 6.658,
  "e_tot_ha": -3152.46464,
  "fmax_ha_per_bohr": 0.112,
  "spin_multiplicity": 1,
  "symbols": ["C", "C", "N", "C", "C", "N", "C", "N", "B", "O", "O", "N", "C", "Cl", "H", "H", "H", "H", "H", "H", "H", "H", "H", "H", "H", "H", "H", "C", "O", "C", "O", "O", "C", "H", "H", "H", "H", "H", "H", "C", "O", "C", "O", "O", "C", "H", "H", "H", "H", "H", "H", "C", "O", "C", "O", "O", "C", "H", "H", "H", "H", "H", "H", "C", "O", "C", "O", "O", "C", "H", "H", "H", "H", "H", "H", "C", "O", "C", "O", "O", "C", "H", "H", "H", "H", "H", "H", "C", "O", "C", "O", "O", "C", "H", "H", "H", "H", "H", "H"],
  "xyz": [[-4.93242, -0.75320, 4.40697], [-3.40611, -0.31963, 4.86130], [-2.99816, 0.94716, 5.20456], [-2.23694, -1.51559, 4.86116], [-1.86044, -1.76525, 3.28583], [-1.04088, -2.97096, 2.87507], [-0.99239, -2.77274, 1.34570], [-1.39950, -3.60427, 0.33262], [-1.27255, -3.12050, -1.10391], [-2.32075, -3.56650, -2.08381], [-0.19306, -2.27065, -1.64610], [-0.39604, -1.36373, 1.27914], [-1.10606, -0.59867, 2.41586], [-2.18804, 0.55722, 1.44293], [-5.12100, -0.20816, 3.36277], [-5.03043, -1.91618, 4.17607], [-5.75042, -0.40066, 5.16573], [-1.96429, 0.89428, 5.40730], [-2.63885, -2.53239, 5.32194], [-1.31725, -1.20217, 5.53988], [-2.92978, -1.99029, 2.80804], [-1.42265, -3.90002, 3.19040], [-1.80906, -4.54053, 0.62413], [-2.88479, -4.30287, -1.66488], [-0.50699, -1.34060, -1.85639], [0.55059, -1.47074, 1.73718], [-0.42198, 0.10901, 3.07164], [1.23353, -4.17227, -2.73468], [2.37566, -4.99127, -2.97786], [3.55886, -4.32890, -2.92590], [3.70496, -3.13855, -2.69666], [4.55137, -5.22056, -3.17333], [5.86272, -4.66015, -3.15070], [0.34401, -4.80470, -2.80074], [1.27508, -3.74042, -1.72961], [1.15407, -3.38600, -3.49234], [6.08932, -4.24778, -2.16223], [5.96826, -3.89345, -3.92505], [6.57641, -5.46152, -3.36089], [4.36402, 4.72148, 3.63337], [3.60883, 3.69552, 2.99192], [2.26421, 3.83636, 3.10837], [1.68561, 4.73686, 3.69588], [1.67492, 2.80149, 2.45788], [0.24931, 2.81919, 2.49717], [5.42493, 4.50850, 3.47628], [4.14007, 5.69837, 3.19299], [4.16982, 4.72736, 4.71078], [-0.13913, 3.72007, 2.01137], [-0.10930, 2.74894, 3.52918], [-0.11481, 1.94737, 1.94664], [4.11802, -0.37151, -4.40290], [3.05637, 0.50904, -4.76603], [2.60492, 1.28778, -3.75056], [3.02482, 1.28589, -2.60404], [1.60518, 2.06893, -4.23188], [1.03029, 2.94734, -3.26642], [4.39974, -0.94504, -5.29018], [4.99231, 0.19554, -4.06755], [3.78993, -1.07315, -3.62918], [1.78117, 3.64708, -2.88562], [0.57872, 2.37831, -2.44735], [0.24261, 3.52318, -3.76009], [3.45812, 10.96448, 2.19458], [3.16756, 9.58038, 2.37948], [1.99075, 9.33631, 3.00953], [1.20291, 10.17916, 3.40921], [1.84252, 7.99182, 3.11791], [0.63896, 7.58453, 3.76581], [4.42075, 11.04208, 1.68184], [2.69543, 11.43882, 1.56872], [3.54020, 11.47394, 3.16013], [-0.23644, 7.92378, 3.20274], [0.60845, 7.95885, 4.79418], [0.62526, 6.49157, 3.79728], [-4.45007, 1.16398, -1.07196], [-5.51173, 2.04454, -1.43509], [-5.96317, 2.82327, -0.41962], [-5.54328, 2.82139, 0.72690], [-6.96291, 3.60442, -0.90094], [-7.53781, 4.48283, 0.06452], [-4.16835, 0.59045, -1.95924], [-3.57578, 1.73103, -0.73661], [-4.77817, 0.46234, -0.29824], [-6.78692, 5.18257, 0.44532], [-7.98938, 3.91380, 0.88359], [-8.32549, 5.05867, -0.42915], [2.43681, -8.21662, -3.83195], [1.68163, -9.24258, -4.47340], [0.33701, -9.10174, -4.35695], [-0.24159, -8.20124, -3.76944], [-0.25228, -10.13661, -5.00744], [-1.67789, -10.11891, -4.96815], [3.49773, -8.42960, -3.98904], [2.21287, -7.23973, -4.27234], [2.24262, -8.21075, -2.75454], [-2.06633, -9.21804, -5.45395], [-2.03650, -10.18917, -3.93614], [-2.04201, -10.99073, -5.51868]],
  "atomic_forces_ev_per_a": [[0.7, 0.6, -1.0], [1.8, 2.2, 1.1], [-1.3, -5.4, -1.5], [0.2, -0.1, 0.0], [-2.4, 0.5, -0.3], [-1.1, -1.1, -3.9], [0.9, 0.5, 3.7], [1.5, 1.8, 2.8], [-0.7, 0.9, -5.0], [2.1, -0.6, 4.4], [-3.9, -0.4, 2.2], [-0.4, -1.8, 1.3], [-0.6, 0.1, 0.0], [0.2, -1.1, 1.4], [0.3, -1.0, 2.3], [0.4, 2.5, 0.8], [1.8, -0.7, -1.4], [-1.3, 0.0, -0.1], [0.7, 2.1, -1.1], [-1.9, -0.5, -1.6], [2.0, 1.1, 0.9], [0.3, 1.3, -0.4], [0.6, 1.7, -0.5], [1.0, 1.7, -1.1], [0.5, -1.6, 0.2], [-0.8, -0.4, -1.3], [-1.1, -1.8, -1.6], [0.0, 0.0, 0.1], [0.9, 0.3, 0.0], [0.2, 0.3, 0.0], [-0.3, -1.7, -0.2], [-1.1, 0.6, 0.2], [0.6, 0.2, 0.0], [0.3, -0.2, -0.2], [0.4, -0.1, -0.5], [0.1, -0.1, 0.3], [-0.1, 0.1, -0.2], [-0.1, 0.0, 0.3], [-0.4, 0.0, 0.0], [0.4, 0.6, 0.3], [-1.5, -0.2, 0.0], [0.4, 0.5, 0.3], [0.8, -1.7, -0.9], [0.4, 0.5, 0.4], [-0.3, 0.0, 0.0], [-0.3, -0.2, -0.1], [-0.1, -0.2, 0.2], [-0.1, 0.1, -0.2], [0.0, -0.1, 0.2], [0.0, 0.2, -0.1], [0.4, 0.3, 0.0], [0.4, -0.5, 0.3], [-0.7, 0.9, 0.7], [0.4, -0.2, 0.2], [-0.7, 0.0, -1.6], [0.7, -0.6, 0.2], [-0.2, 0.4, 0.2], [-0.3, 0.3, 0.0], [-0.2, -0.1, 0.1], [0.2, 0.3, -0.1], [-0.1, -0.3, 0.1], [0.2, 0.1, 0.0], [0.2, -0.3, -0.2], [0.1, 0.5, -0.1], [-0.8, -0.4, 0.5], [-0.4, 0.3, 0.2], [1.2, -1.2, -0.6], [0.4, 1.0, -0.2], [-0.6, -0.3, 0.3], [-0.2, -0.3, 0.1], [0.1, -0.1, 0.3], [-0.2, -0.1, -0.2], [0.2, 0.2, 0.2], [-0.1, 0.1, -0.3], [0.3, 0.5, -0.1], [0.2, -0.2, 0.0], [-0.3, 0.4, 0.6], [-0.2, 0.3, 0.4], [-0.5, -0.1, -1.6], [1.0, -0.9, 0.2], [-0.3, 0.4, 0.4], [-0.3, 0.3, 0.0], [-0.2, -0.1, 0.1], [0.1, 0.2, 0.0], [-0.1, -0.2, 0.0], [0.2, 0.1, -0.1], [0.2, -0.3, -0.2], [0.3, 0.4, 0.2], [-1.3, -0.1, 0.0], [0.1, 0.0, 0.0], [0.7, -1.1, -0.7], [0.6, 0.9, 0.5], [-0.5, 0.0, 0.0], [-0.3, -0.2, -0.1], [0.0, -0.2, 0.2], [-0.1, 0.1, -0.2], [0.1, -0.1, 0.2], [0.1, 0.2, -0.2], [0.4, 0.1, 0.1]]
}